Here is C3HO3S as an isolated structure at a distorted geometry from OMol25. Energies are from ωB97M-V/def2-TZVPD.

Results
LUMO energy: 3.89 eV
ΔE to the lowest compared entry with this formula, charge and spin: 41.16 kcal per mole
Net charge: -1
Multiplicity: 1

Atoms and positions in Å:
C 2.890 0.516 0.262
C -1.775 0.053 -0.004
C -0.341 -0.201 0.178
O -2.485 0.477 0.866
O 2.853 -0.598 -0.060
O -1.713 -0.176 -1.223
S 0.613 1.095 0.027
H -0.042 -1.167 -0.046

---

Here is C21H39NP2Sr as an isolated structure at a distorted geometry from OMol25. Energies are from ωB97M-V/def2-TZVPD.

Results
LUMO energy (spin up / spin down): -0.71 / -0.75 eV
ΔE to the lowest compared entry with this formula, charge and spin: 5.73 kcal per mole
Multiplicity: 1

Atoms and positions in Å:
P 0.218 -1.418 -4.878
P 0.299 2.116 -3.881
C 0.856 -0.040 -5.994
C 1.309 1.240 -5.229
H 0.209 0.142 -6.890
H 1.809 -0.482 -6.367
H 2.243 0.973 -4.696
H 1.536 2.045 -5.952
C -0.681 3.224 -5.004
H -1.065 4.056 -4.405
H -1.521 2.740 -5.512
H -0.024 3.657 -5.775
C 1.393 3.460 -3.265
H 1.320 4.375 -3.858
H 2.458 3.149 -3.276
H 1.029 3.775 -2.267
C -0.582 -2.548 -6.073
H -1.064 -3.366 -5.524
H 0.167 -2.947 -6.760
H -1.350 -2.052 -6.680
C 1.763 -2.287 -4.466
H 2.610 -1.613 -4.269
H 2.006 -2.909 -5.337
H 1.628 -2.943 -3.600
Sr 1.964 1.512 -1.536
C -2.098 0.853 -3.878
C -2.444 0.198 -5.009
C -3.786 -0.448 -4.920
C -3.714 -1.603 -3.881
C -2.457 -2.370 -3.788
C -1.149 -2.000 -3.392
C -0.731 -0.794 -2.474
C -1.746 0.327 -2.508
C 2.386 -0.673 -0.158
H -2.526 1.869 -3.803
H -1.962 0.422 -5.987
H -4.265 -0.735 -5.864
H -4.446 0.318 -4.491
H -3.999 -1.129 -2.926
H -4.544 -2.287 -4.127
H -2.641 -3.442 -3.965
H -0.567 -2.903 -3.138
H 0.268 -0.365 -2.754
H -0.540 -1.137 -1.447
H -2.645 -0.071 -2.019
H -1.391 1.201 -1.927
H 3.489 -0.763 -0.194
H 1.903 -1.447 -0.785
H 2.015 -0.681 0.882
C -1.753 1.215 0.712
C -0.586 1.914 1.292
C -0.509 2.393 2.626
C 0.776 2.929 2.810
C 1.454 2.755 1.572
C 2.858 3.110 1.228
N 0.621 2.144 0.655
H -2.331 1.906 0.071
H -2.432 0.919 1.538
H -1.466 0.308 0.148
H -1.339 2.379 3.320
H 1.214 3.383 3.697
H 3.272 3.714 2.054
H 3.526 2.226 1.121
H 2.904 3.710 0.291

---

Here is C28H34CuN3O2P as an isolated structure at a distorted geometry from OMol25. Energies are from ωB97M-V/def2-TZVPD.

Results
LUMO energy (spin up / spin down): 0.59 / 0.45 eV
ΔE to the lowest compared entry with this formula, charge and spin: 23.60 kcal per mole
Multiplicity: 2

Atoms and positions in Å:
C -1.881 -0.052 -4.263
C -1.761 -1.250 -3.562
C -1.407 -1.249 -2.197
C -1.363 -0.029 -1.514
C -1.421 1.172 -2.220
C -1.712 1.156 -3.596
C -1.118 -2.561 -1.528
C -0.288 -3.528 -2.422
N 1.076 -3.145 -2.633
Cu -1.443 -0.026 0.390
C -1.209 2.510 -1.546
P -0.033 2.545 -0.158
H -1.937 -2.200 -4.072
H -1.794 2.108 -4.122
H -2.096 -0.069 -5.331
H -2.152 2.896 -1.122
H -0.841 3.250 -2.271
H -0.617 -2.425 -0.560
H -2.059 -3.089 -1.303
H -0.253 -4.504 -1.908
C 0.662 4.208 -0.159
C 1.321 1.385 -0.355
H -0.763 -3.660 -3.402
C 1.540 -2.557 -3.848
C 2.000 -3.229 -1.543
H -0.864 2.098 2.218
H 2.316 -3.190 -4.315
H 0.702 -2.428 -4.544
H 2.000 -1.572 -3.653
H 2.788 -3.973 -1.756
H 2.501 -2.261 -1.367
H 1.462 -3.526 -0.632
H 2.161 1.883 -0.859
H 1.637 1.030 0.635
H 0.996 0.525 -0.950
H 0.450 4.719 -1.108
H 0.209 4.776 0.663
H 1.747 4.161 -0.012
H -0.728 2.376 1.110
O -0.966 1.824 3.202
C -1.057 0.519 3.283
N -1.051 -0.124 4.449
C -0.911 -1.561 4.240
C -0.971 -1.623 2.710
O -0.875 -2.618 1.993
N -1.133 -0.320 2.233
C 0.437 -1.987 4.821
C 1.394 -2.639 4.047
C 2.648 -2.934 4.591
C 2.945 -2.575 5.906
C 1.975 -1.942 6.693
C 0.714 -1.665 6.157
C -2.102 -2.294 4.804
C -1.973 -3.365 5.695
C -3.122 -3.998 6.180
C -4.387 -3.573 5.769
C -4.507 -2.520 4.852
C -3.360 -1.882 4.370
H -0.915 0.378 5.323
H 1.150 -2.938 3.027
H 3.379 -3.442 3.965
H 3.929 -2.791 6.325
H 2.180 -1.661 7.726
H -0.060 -1.218 6.791
H -0.977 -3.700 5.992
H -3.005 -4.828 6.877
H -5.280 -4.068 6.151
H -5.483 -2.190 4.497
H -3.444 -1.073 3.637

---

Here is C26H56Cl22INO2Si2 as an isolated structure from OMol25. Energies are from ωB97M-V/def2-TZVPD.

Results
LUMO energy: 0.18 eV
Multiplicity: 1

Atoms and positions in Å:
C 8.035 -0.654 -5.883
N 7.378 0.218 -6.891
C 8.253 1.349 -7.267
C 6.186 0.778 -6.281
O 6.236 1.635 -5.416
C 4.870 0.262 -6.790
Si 3.493 1.143 -5.845
O 2.000 0.642 -6.421
Si 0.718 1.355 -5.651
I 0.116 0.149 -3.610
H 7.576 -0.563 -4.895
H 9.084 -0.383 -5.768
H 7.962 -1.698 -6.192
H 8.880 1.688 -6.437
H 8.874 1.063 -8.117
H 7.652 2.208 -7.571
H 4.747 0.502 -7.851
H 4.820 -0.827 -6.711
H 3.621 0.940 -4.389
H 3.653 2.590 -6.090
H -0.438 1.534 -6.537
H 1.203 2.655 -5.210
Cl -0.599 -5.243 -0.609
C 0.690 -4.104 -1.084
C 0.779 -2.894 -0.192
Cl -0.642 -1.833 -0.358
H 0.498 -3.817 -2.115
H 1.629 -4.653 -1.042
H 1.653 -2.309 -0.474
H 0.863 -3.160 0.859
Cl -2.487 -8.186 0.426
C -3.266 -6.835 1.299
C -4.559 -7.258 1.943
Cl -5.831 -7.602 0.735
H -3.415 -6.021 0.594
H -2.563 -6.509 2.063
H -4.932 -6.454 2.575
H -4.421 -8.147 2.548
Cl 0.198 4.806 -4.437
C -0.612 5.793 -3.184
C -1.973 5.255 -2.832
Cl -3.133 5.449 -4.174
H -0.673 6.813 -3.547
H 0.030 5.778 -2.308
H -2.370 5.808 -1.982
H -1.930 4.199 -2.577
Cl -2.609 11.618 -4.139
C -0.860 11.292 -4.231
C -0.538 9.843 -3.967
Cl -0.848 9.378 -2.272
H -0.362 11.943 -3.517
H -0.537 11.558 -5.236
H 0.519 9.663 -4.158
H -1.126 9.186 -4.603
Cl -3.280 -3.982 3.691
C -4.661 -2.955 4.171
C -4.873 -1.824 3.200
Cl -3.546 -0.637 3.273
H -4.469 -2.589 5.176
H -5.543 -3.593 4.192
H -5.792 -1.294 3.445
H -4.941 -2.179 2.174
Cl -2.990 -11.636 4.212
C -1.625 -10.580 3.766
C -1.521 -9.379 4.670
Cl -2.882 -8.252 4.426
H -1.759 -10.280 2.729
H -0.718 -11.176 3.848
H -0.609 -8.829 4.444
H -1.508 -9.663 5.719
Cl 3.127 -2.172 2.668
C 2.323 -0.864 3.585
C 1.093 -1.346 4.307
Cl -0.231 -1.770 3.194
H 2.086 -0.067 2.884
H 3.056 -0.499 4.301
H 0.722 -0.552 4.954
H 1.309 -2.219 4.919
Cl -6.385 -2.907 -0.263
C -5.319 -2.432 -1.615
C -3.921 -2.119 -1.151
Cl -3.854 -0.629 -0.171
H -5.774 -1.579 -2.112
H -5.294 -3.272 -2.308
H -3.273 -1.964 -2.012
H -3.510 -2.927 -0.551
Cl -6.531 0.898 5.693
C -5.120 1.882 5.215
C -5.035 3.172 5.987
Cl -6.345 4.304 5.561
H -5.190 2.059 4.145
H -4.238 1.275 5.407
H -4.095 3.670 5.753
H -5.083 2.997 7.058
Cl 5.173 -2.679 7.446
C 5.516 -2.895 5.709
C 6.368 -1.783 5.154
Cl 5.494 -0.229 5.105
H 4.565 -2.959 5.185
H 6.040 -3.842 5.602
H 6.651 -2.021 4.130
H 7.270 -1.635 5.743
Cl -2.336 8.010 2.152
C -0.568 7.924 2.356
C 0.163 8.193 1.067
Cl -0.077 6.888 -0.125
H -0.326 6.941 2.751
H -0.293 8.677 3.093
H 1.234 8.257 1.256
H -0.164 9.122 0.608

---

Here is a 5-piece molecular cluster, C7H24N2O5 overall at a distorted geometry from OMol25. Energies are from ωB97M-V/def2-TZVPD.

Results
LUMO energy (spin up / spin down): -2.73 / -8.98 eV
Net charge: +1
Multiplicity: 2

Atoms and positions in Å:
C -2.725 -1.598 -4.284
O -3.356 -1.094 -3.123
H -2.975 -1.033 -5.182
H -1.637 -1.545 -4.242
H -2.923 -2.661 -4.424
H -3.185 -1.701 -2.400
C -0.413 -0.006 -1.220
O 0.086 -0.408 0.026
H -1.285 0.646 -1.164
H 0.410 0.532 -1.691
H -0.596 -0.901 -1.813
H 0.086 0.257 0.719
C 2.173 -3.005 0.114
O 2.931 -3.913 0.131
N 2.379 -1.960 -0.635
N 1.112 -2.851 0.813
H 1.760 -1.171 -0.515
H 3.266 -1.851 -1.106
H 0.480 -2.083 0.634
H 0.674 -3.634 1.276
C -3.076 0.786 1.718
C -1.776 1.604 1.740
O -0.680 0.914 2.408
H -2.896 -0.140 1.173
H -3.931 1.238 1.215
H -3.286 0.507 2.751
H -1.986 2.513 2.304
H -1.579 1.852 0.697
H 0.134 1.379 2.201
C 3.170 1.346 1.594
C 2.464 2.647 1.106
O 1.049 2.531 1.159
H 2.905 0.545 0.904
H 2.785 1.080 2.578
H 4.243 1.462 1.750
H 2.788 2.734 0.069
H 2.706 3.558 1.653
H 0.704 3.422 1.065

---

Here is one molecule with the formula C8H14O4S from OMol25. Energies are from ωB97M-V/def2-TZVPD.

Results
LUMO energy: 0.44 eV
SMILES: O=C(O)CC[C@@H](CCCS)C(=O)O
ΔE to the lowest compared entry with this formula, charge and spin: 4.92 kcal per mole
Multiplicity: 1

Atoms and positions in Å:
C -0.884 2.303 0.260
C -1.771 1.186 0.748
C -1.936 0.027 -0.229
C -0.633 -0.706 -0.609
C 0.200 -1.187 0.593
C 1.312 -0.238 1.067
C 2.266 0.272 -0.016
C -1.007 -1.901 -1.484
H -0.241 3.975 0.761
H -2.769 1.641 0.983
H -1.386 0.823 1.731
H -2.416 0.397 -1.160
H -2.640 -0.736 0.178
H -0.019 -0.029 -1.243
H -0.453 -1.385 1.431
H 0.656 -2.127 0.386
H 0.873 0.640 1.562
H 1.879 -0.720 1.836
H 1.745 0.998 -0.667
H 3.101 0.834 0.459
H 3.469 -1.821 -0.190
H 0.886 -2.069 -1.886
O -0.778 3.285 1.174
O -0.297 2.347 -0.794
O 0.026 -2.527 -2.093
O -2.134 -2.302 -1.662
S 2.949 -0.980 -1.135

---

Here is C3H7NO2S as an isolated structure at a distorted geometry from OMol25. Energies are from ωB97M-V/def2-TZVPD.

Results
LUMO energy: 0.39 eV
ΔE to the lowest compared entry with this formula, charge and spin: 86.49 kcal per mole
Multiplicity: 1

Atoms and positions in Å:
C 0.985 -1.147 -0.113
C 1.123 -2.059 1.053
C -0.569 2.214 -1.154
N -0.235 0.197 0.484
O 1.277 -1.002 -1.261
O -2.564 0.984 0.037
S -1.350 0.645 -0.719
H 0.217 -2.753 0.995
H 1.010 -1.728 2.107
H 2.080 -2.719 0.876
H 0.178 2.109 -1.954
H -0.181 2.396 -0.121
H -1.255 3.063 -1.446
H -0.715 -0.199 1.217

---

Here is one molecule with the formula C5H7NO at a distorted geometry from OMol25. Energies are from ωB97M-V/def2-TZVPD.

Results
LUMO energy: 0.62 eV
SMILES: [H]/N=C1/[C@@H](C)[C@@H]1C=O
ΔE to the lowest compared entry with this formula, charge and spin: 65.81 kcal per mole
Multiplicity: 1

Atoms and positions in Å:
C -1.932 -0.501 0.071
C 0.565 -0.751 -0.067
C 1.497 1.557 -0.141
C 0.598 0.548 0.441
C -0.609 -0.127 -0.503
N 1.185 -1.847 -0.118
O 2.704 1.498 0.053
H 2.072 -1.765 0.396
H 1.035 2.366 -0.729
H 0.389 0.672 1.495
H -0.665 0.158 -1.545
H -2.119 0.015 1.018
H -1.982 -1.580 0.252
H -2.739 -0.244 -0.622

---

Here is one molecule with the formula C7H6Cl4N2O2 at a distorted geometry from OMol25. Energies are from ωB97M-V/def2-TZVPD.

Results
LUMO energy: -1.16 eV
SMILES: CN[NH2+]C1([O-])C(Cl)=C(Cl)C(=O)C(Cl)=C1Cl
ΔE to the lowest compared entry with this formula, charge and spin: 7.39 kcal per mole
Multiplicity: 1

Atoms and positions in Å:
Cl 2.609 -1.593 1.567
C 1.241 -0.677 1.731
C 1.260 0.689 1.783
Cl 2.719 1.583 1.688
C 0.035 1.524 2.023
O 0.051 2.720 2.305
C -1.203 0.744 1.670
Cl -2.573 1.655 1.333
C -1.193 -0.615 1.643
Cl -2.637 -1.525 1.350
C -0.025 -1.586 1.890
O -0.092 -2.500 2.753
C 0.829 -1.633 -1.875
N 0.370 -1.411 -0.538
N 0.070 -2.408 0.353
H 1.322 -0.725 -2.211
H 1.552 -2.439 -1.919
H 0.121 -1.867 -2.673
H -0.103 -0.531 -0.348
H -0.835 -2.745 0.164
H 0.689 -3.202 0.318

---

Here is C28H33IrN2O9P2S2 as an isolated structure at a distorted geometry from OMol25. Energies are from ωB97M-V/def2-TZVPD.

Results
LUMO energy (spin up / spin down): -4.46 / -6.62 eV
ΔE to the lowest compared entry with this formula, charge and spin: 0.00 kcal per mole
Net charge: +1
Multiplicity: 6

Atoms and positions in Å:
Ir -0.203 0.679 0.012
O 2.503 1.398 -3.139
C 1.791 1.032 -2.116
O 0.572 0.792 -2.246
C 2.543 0.985 -0.855
C 3.922 1.156 -0.746
C 4.414 1.465 0.526
C 3.643 1.140 1.638
C 2.308 0.970 1.500
N 1.753 0.891 0.221
C 1.346 0.958 2.579
O 1.885 1.365 3.719
O 0.117 0.736 2.388
H 2.026 1.406 -3.974
H 4.460 1.145 -1.669
H 5.391 1.914 0.656
H 4.121 1.137 2.616
H 1.382 1.008 4.502
S -2.526 2.997 -2.967
P -2.477 3.446 -1.068
S -0.634 2.943 -0.082
C -2.636 5.220 -0.682
C -3.808 5.726 -0.150
C -3.804 6.958 0.514
C -2.652 7.707 0.568
C -1.547 7.284 -0.160
C -1.532 6.048 -0.814
C -3.889 2.745 -0.166
C -3.984 2.976 1.219
C -5.035 2.398 1.940
C -6.033 1.718 1.272
C -6.060 1.588 -0.091
C -4.972 2.126 -0.848
H -4.724 5.112 -0.224
H -4.795 7.287 0.887
H -2.600 8.729 0.942
H -0.606 7.871 -0.320
H -0.706 5.792 -1.449
H -3.301 3.517 1.830
H -4.950 2.428 3.020
H -6.880 1.294 1.779
H -6.828 0.924 -0.590
H -4.806 2.035 -1.962
O -3.144 -2.205 0.045
C -2.580 -1.116 0.027
N -1.881 -0.130 -0.087
C 4.490 -2.783 1.119
C 3.414 -3.741 1.521
C 3.260 -4.005 3.013
C 3.469 -4.995 0.702
O 2.150 -2.948 1.202
P 1.608 -2.590 -0.216
O 2.643 -2.408 -1.299
O 0.457 -1.570 0.083
O 0.789 -3.995 -0.558
C 0.114 -4.375 -1.784
C -1.170 -5.091 -1.264
C -0.066 -3.110 -2.654
C 1.024 -5.353 -2.537
H 5.549 -2.937 1.404
H 4.196 -1.857 1.558
H 4.367 -2.641 0.049
H 4.207 -4.470 3.352
H 2.418 -4.688 3.091
H 2.993 -3.142 3.639
H 4.409 -5.546 0.807
H 3.343 -4.736 -0.351
H 2.705 -5.653 1.103
H -1.909 -4.369 -0.880
H -0.914 -5.686 -0.385
H -1.640 -5.669 -2.015
H -0.413 -2.293 -2.049
H -0.700 -3.326 -3.492
H 0.938 -2.889 -3.034
H 0.979 -6.358 -2.060
H 2.036 -4.923 -2.495
H 0.668 -5.449 -3.567

---

Here is one molecule with the formula C7H11NO2 at a distorted geometry from OMol25. Energies are from ωB97M-V/def2-TZVPD.

Results
LUMO energy: 0.50 eV
SMILES: N[C@@H]1CC=CC[C@H]1C(=O)O
ΔE to the lowest compared entry with this formula, charge and spin: 124.55 kcal per mole
Multiplicity: 1

Atoms and positions in Å:
C -0.685 0.041 -0.108
C -0.854 1.341 0.835
C 0.187 1.269 1.906
C 1.357 0.544 1.629
C 1.204 -0.715 0.720
C 0.689 -0.435 -0.558
C 0.568 -1.671 -1.669
H -2.700 0.167 -1.039
H -1.361 1.070 -2.022
H -1.080 -0.710 0.723
H -0.984 2.399 0.422
H -1.955 1.237 1.206
H 0.137 2.061 2.843
H 2.196 0.467 2.277
H 2.330 -0.826 0.775
H 0.951 -1.782 1.103
H 1.550 0.365 -0.949
H -1.031 -0.888 -2.564
N -1.581 0.231 -1.374
O -0.303 -1.618 -2.516
O 1.363 -2.547 -1.642

---

Here is C5H11NO2 as an isolated structure at a distorted geometry from OMol25. Energies are from ωB97M-V/def2-TZVPD.

Results
LUMO energy: -2.73 eV
ΔE to the lowest compared entry with this formula, charge and spin: 222.31 kcal per mole
Multiplicity: 1

Atoms and positions in Å:
C 0.015 2.401 -0.760
N -0.991 1.477 -0.240
C 0.706 -1.547 -1.238
C 0.090 -0.324 -1.344
C -0.621 0.102 -0.188
C 0.567 -0.098 1.111
O 0.591 0.886 1.885
O -0.503 -2.675 0.583
H 0.174 3.177 -0.025
H 0.974 1.884 -0.883
H -0.302 2.802 -1.721
H -1.184 1.723 0.727
H 0.103 -2.367 -0.517
H -0.313 -3.562 0.911
H 1.791 -1.687 -1.356
H -0.078 0.119 -2.335
H 0.228 -1.086 1.488
H -1.479 -0.534 0.007
H 1.555 -0.233 0.583